# 1
DFT (ωB97M-V/def2-TZVPD) results for a molecular structure, C42H35BrClMnN5O3Sb at a distorted geometry.

Properties
molar mass = 949.8 g mol⁻¹
2S+1 = 5
energy relative to the best compared isomer or geometry (same formula, charge and spin) = 34.37 kcal/mol
charge = +2
E_LUMO (spin up / spin down) = -7.96 / -6.90 eV
HOMO-LUMO gap (spin up / spin down) = 4.8 / 5.9 eV
E_tot = -178126.158 eV

Last column: Mulliken charge in e.
CARTESIAN COORDINATES (ANGSTROEM)
Mn 0.03 0.51 -0.50  0.45
Br 1.46 0.64 -8.09  -0.13
C 0.72 0.32 -6.39  0.01
C 1.17 1.05 -5.29  -1.14
C 0.63 0.81 -4.05  0.60
C -0.41 -0.12 -3.87  0.22
C -0.83 -0.86 -4.99  -0.76
C -0.27 -0.65 -6.23  -0.81
N -0.91 -0.29 -2.60  0.33
C -2.05 -0.84 -2.34  -0.65
C -2.37 -1.16 -0.97  0.72
C -3.60 -1.72 -0.60  -0.98
C -3.80 -2.12 0.71  -0.43
C -2.75 -1.98 1.62  -0.54
C -1.58 -1.39 1.19  -0.96
N -1.39 -0.95 -0.06  0.48
H 1.93 1.81 -5.41  0.52
H 0.97 1.37 -3.19  0.38
H -1.58 -1.63 -4.89  0.39
H -0.59 -1.23 -7.08  0.44
H -2.76 -1.13 -3.12  0.47
H -4.38 -1.83 -1.34  0.48
H -4.74 -2.55 1.01  0.49
H -2.86 -2.34 2.63  0.51
H -0.73 -1.30 1.87  0.71
C 2.48 0.64 7.48  -0.61
C 3.30 -0.01 6.57  -0.70
C 3.00 0.03 5.22  -0.36
C 1.91 0.75 4.79  0.81
C 1.07 1.38 5.69  -0.58
C 1.37 1.33 7.04  -0.58
Sb 1.54 0.91 2.64  0.43
C 1.83 3.04 2.38  1.01
C 0.81 3.87 2.81  -0.75
C 0.86 5.23 2.54  -0.79
C 1.92 5.75 1.82  -0.85
C 2.94 4.92 1.39  -0.76
C 2.90 3.56 1.66  -0.14
C 3.28 -0.16 1.93  0.33
C 4.56 0.34 2.04  -0.25
C 5.63 -0.41 1.58  -0.83
C 5.42 -1.66 1.02  -0.69
C 4.14 -2.16 0.92  -0.58
C 3.06 -1.41 1.37  -0.49
H 2.70 0.58 8.54  0.40
H 4.17 -0.55 6.91  0.41
H 3.64 -0.49 4.51  0.40
H 0.20 1.92 5.34  0.24
H 0.73 1.84 7.75  0.42
H -0.02 3.46 3.37  0.23
H 0.07 5.88 2.90  0.60
H 1.95 6.81 1.59  0.45
H 3.76 5.33 0.82  0.49
H 3.69 2.92 1.32  0.23
H 4.74 1.30 2.52  0.58
H 6.64 -0.02 1.66  0.49
H 6.26 -2.23 0.66  0.44
H 3.97 -3.13 0.47  0.47
H 2.06 -1.81 1.27  0.31
C -0.68 5.22 -1.52  -0.97
N -1.17 4.32 -0.51  0.21
C -1.81 4.75 0.59  -0.07
C -2.24 3.88 1.55  -1.23
C -1.95 2.50 1.38  0.76
N -1.32 2.08 0.28  0.20
C -0.96 2.97 -0.69  -0.03
O -0.45 2.53 -1.72  -0.64
N -2.27 1.63 2.34  -0.09
H -1.23 6.16 -1.49  0.40
H -0.79 4.75 -2.49  0.32
H 0.38 5.42 -1.35  0.28
H -1.97 5.82 0.67  0.42
H -2.78 4.23 2.41  0.46
H -2.84 1.93 3.11  0.28
H -2.18 0.64 2.16  0.00
Cl 7.23 2.21 -3.67  -0.16
C 5.78 1.80 -2.86  0.26
C 5.46 0.46 -2.65  -1.08
C 4.29 0.13 -1.99  -0.55
C 3.44 1.13 -1.52  -0.05
C 3.78 2.47 -1.73  -0.06
C 4.93 2.81 -2.41  -1.05
C 2.22 0.79 -0.82  2.59
O 1.69 -0.37 -0.86  -0.91
O 1.58 1.66 -0.14  0.06
H 6.12 -0.31 -2.99  0.49
H 4.03 -0.91 -1.81  0.59
H 3.12 3.25 -1.36  0.55
H 5.18 3.84 -2.59  0.49

# 2
DFT (ωB97M-V/def2-TZVPD) results for a molecular structure, C42H35Cl3N3O2PRb.

Properties
molar mass = 836.6 g mol⁻¹
2S+1 = 1
energy relative to the best compared isomer or geometry (same formula, charge and spin) = 0.00 kcal/mol
charge = +1
E_LUMO = -2.29 eV
HOMO-LUMO gap = 8.2 eV
E_tot = -100196.720 eV

Last column: Mulliken charge in e.
CARTESIAN COORDINATES (ANGSTROEM)
Rb -1.60 -0.40 -0.06  0.73
C -2.54 4.78 -1.14  -0.59
O -3.06 4.50 0.17  -0.43
C -2.76 3.21 0.42  -0.22
N -2.14 2.54 -0.46  0.30
C -1.90 3.45 -1.60  -0.39
C -0.43 3.59 -1.93  0.23
C 0.55 3.49 -0.95  -0.07
C 1.88 3.69 -1.28  -0.63
C 2.25 4.02 -2.58  -0.35
C 1.27 4.13 -3.55  -0.87
C -0.06 3.92 -3.23  -0.45
C -3.20 2.69 1.74  0.25
C -3.91 3.50 2.62  -0.81
C -4.30 2.97 3.83  -0.59
C -3.98 1.65 4.13  -0.88
C -3.27 0.93 3.18  0.30
N -2.88 1.43 2.01  0.47
C -2.90 -0.49 3.44  -0.23
N -2.20 -1.22 2.69  0.50
C -2.11 -2.55 3.33  -0.40
C -2.83 -2.34 4.68  -0.63
O -3.37 -1.00 4.59  -0.42
C -0.69 -3.03 3.49  0.23
C -0.44 -4.40 3.59  -0.38
C 0.85 -4.86 3.83  -0.64
C 1.90 -3.96 3.96  -0.65
C 1.65 -2.60 3.84  -0.58
C 0.37 -2.14 3.62  -0.03
H -1.82 5.59 -1.06  0.37
H -3.37 5.10 -1.77  0.29
H -2.41 3.05 -2.47  0.61
H 0.27 3.22 0.06  0.40
H 2.65 3.60 -0.51  0.43
H 3.29 4.18 -2.83  0.45
H 1.54 4.39 -4.57  0.44
H -0.82 4.00 -4.00  0.45
H -4.14 4.52 2.35  0.57
H -4.85 3.57 4.54  0.45
H -4.27 1.19 5.06  0.57
H -2.65 -3.26 2.70  0.59
H -2.14 -2.37 5.53  0.37
H -3.65 -3.03 4.86  0.30
H -1.25 -5.10 3.48  0.47
H 1.03 -5.92 3.92  0.40
H 2.90 -4.32 4.15  0.41
H 2.47 -1.89 3.94  0.44
H 0.18 -1.07 3.53  0.33
Cl -3.72 -2.67 -1.56  -0.09
C -5.27 -1.88 -1.23  -0.48
Cl -5.10 -0.50 -0.14  -0.06
H -5.92 -2.61 -0.76  0.34
H -5.68 -1.53 -2.17  0.34
Cl 1.17 0.67 1.35  0.07
C 2.71 0.80 0.53  0.43
C 3.77 1.31 1.26  -0.71
C 5.01 1.45 0.66  -0.68
C 5.17 1.08 -0.67  -0.86
C 4.10 0.56 -1.38  -0.44
C 2.84 0.40 -0.80  0.07
P 1.38 -0.12 -1.78  1.39
C 2.08 -0.40 -3.44  -0.62
C 1.85 0.58 -4.40  -0.26
C 2.37 0.45 -5.68  -0.61
C 3.13 -0.66 -6.01  -0.50
C 3.37 -1.65 -5.05  -0.68
C 2.85 -1.51 -3.78  -0.03
C 1.09 -1.85 -1.23  -0.31
C 1.64 -2.42 -0.08  -0.17
C 1.24 -3.69 0.33  -0.68
C 0.30 -4.40 -0.40  -0.57
C -0.23 -3.85 -1.56  -0.75
C 0.15 -2.58 -1.96  -0.37
H 3.62 1.59 2.30  0.50
H 5.84 1.86 1.22  0.41
H 6.13 1.20 -1.15  0.43
H 4.24 0.28 -2.42  0.41
H 1.25 1.45 -4.14  0.29
H 2.19 1.22 -6.42  0.44
H 3.54 -0.76 -7.00  0.39
H 3.96 -2.52 -5.31  0.42
H 3.03 -2.28 -3.04  0.44
H 2.38 -1.89 0.50  0.46
H 1.66 -4.11 1.23  0.50
H 0.00 -5.39 -0.08  0.42
H -0.95 -4.41 -2.15  0.56
H -0.28 -2.15 -2.86  0.44

# 3
DFT (ωB97M-V/def2-TZVPD) results for a single C42H35ClF17N3O5 molecule.

Properties
molar mass = 1020.2 g mol⁻¹
2S+1 = 1
energy relative to the best compared isomer or geometry (same formula, charge and spin) = 0.00 kcal/mol
E_LUMO = 0.42 eV
HOMO-LUMO gap = 9.2 eV
E_tot = -117553.761 eV

Last column: Mulliken charge in e.
CARTESIAN COORDINATES (ANGSTROEM)
C -5.04 0.60 5.90  -1.24
H -5.68 1.19 5.26  0.30
C -4.01 -0.15 5.06  -0.60
N -3.17 0.77 4.31  0.56
C -3.48 1.19 3.03  -0.53
O -4.46 0.86 2.41  -0.65
C -2.42 2.19 2.61  0.10
C -1.38 2.17 3.73  0.20
C -2.05 1.35 4.84  -0.28
O -1.68 1.23 5.97  -0.61
H -1.12 3.16 4.10  0.87
C -0.13 1.44 3.17  -0.73
N -0.40 1.30 1.75  0.69
C 0.37 0.67 0.83  0.43
O -0.04 0.52 -0.31  -0.68
C 1.74 0.17 1.28  -0.81
N 2.55 -0.35 0.20  -0.18
H 1.96 -0.87 -0.44  0.07
C 3.35 0.63 -0.52  -1.41
C 2.55 1.65 -1.29  0.25
C 1.79 1.27 -2.39  -0.07
C 0.98 2.18 -3.04  -0.32
C 0.94 3.49 -2.62  -0.73
C 1.71 3.90 -1.55  -0.36
C 2.51 2.98 -0.89  -0.35
H 3.12 3.30 -0.05  0.43
H 1.69 4.93 -1.22  0.39
H 0.30 4.21 -3.13  0.41
H 0.39 1.85 -3.89  0.47
H 1.83 0.24 -2.72  0.55
H 4.00 1.12 0.20  0.45
H 3.98 0.06 -1.22  0.46
H 2.27 0.97 1.79  0.54
H 1.57 -0.65 2.00  0.05
C -1.68 1.84 1.30  0.92
C -2.41 0.72 0.54  -0.31
O -2.40 -0.42 0.92  -0.55
O -3.09 1.17 -0.49  -0.32
C -3.88 0.24 -1.24  -0.53
H -4.79 0.78 -1.50  0.33
C -3.15 -0.22 -2.50  -0.77
H -2.82 0.66 -3.05  0.29
H -3.86 -0.77 -3.12  0.40
C -1.95 -1.10 -2.17  0.92
C -1.29 -1.60 -3.44  0.81
F -2.17 -2.25 -4.24  -0.36
F -0.81 -0.58 -4.19  -0.29
C -0.12 -2.59 -3.15  0.41
F 0.67 -2.11 -2.17  -0.22
F -0.64 -3.74 -2.69  -0.34
C 0.79 -2.87 -4.38  0.61
F 1.61 -1.82 -4.55  -0.28
F 0.06 -2.99 -5.50  -0.31
C 1.63 -4.18 -4.21  0.56
F 0.83 -5.24 -4.42  -0.32
F 2.10 -4.27 -2.96  -0.30
C 2.85 -4.22 -5.19  0.66
F 3.81 -3.41 -4.72  -0.31
F 2.50 -3.76 -6.40  -0.30
C 3.41 -5.67 -5.36  0.60
F 2.60 -6.36 -6.17  -0.31
F 3.43 -6.30 -4.17  -0.30
C 4.86 -5.67 -5.94  0.63
F 5.73 -5.35 -4.96  -0.28
F 4.99 -4.75 -6.91  -0.28
C 5.25 -7.07 -6.52  0.65
F 6.56 -7.11 -6.74  -0.25
F 4.94 -8.05 -5.69  -0.24
F 4.64 -7.28 -7.68  -0.24
H -2.26 -1.97 -1.58  0.48
H -1.21 -0.53 -1.60  -0.82
H -4.12 -0.61 -0.59  0.38
C -1.47 3.09 0.42  -0.56
C -0.90 4.24 1.21  -0.04
C -1.72 5.28 1.62  -0.36
C -1.21 6.32 2.38  -0.81
C 0.12 6.33 2.75  -0.69
C 0.95 5.29 2.33  -1.07
C 0.44 4.26 1.57  0.34
H 1.08 3.46 1.23  0.58
H 1.99 5.30 2.60  0.48
H 0.52 7.14 3.34  0.42
H -1.86 7.13 2.69  0.43
H -2.76 5.30 1.32  0.49
H -2.43 3.36 -0.01  0.82
H -0.79 2.82 -0.39  -0.56
C 0.09 0.12 3.88  0.03
C 0.99 0.06 4.94  -0.34
C 1.15 -1.11 5.66  -1.07
C 0.40 -2.22 5.32  0.21
C -0.49 -2.18 4.26  -1.32
C -0.65 -1.01 3.55  0.40
H -1.34 -0.98 2.72  0.48
H -1.07 -3.06 4.00  0.48
Cl 0.58 -3.68 6.23  -0.23
H 1.84 -1.15 6.49  0.47
H 1.56 0.93 5.21  0.50
H 0.75 2.07 3.32  0.87
H -2.90 3.16 2.51  0.46
H -4.50 -0.80 4.33  0.38
H -3.35 -0.74 5.69  0.41
H -4.53 1.25 6.61  0.30
H -5.64 -0.12 6.45  0.42

# 4
DFT (ωB97M-V/def2-TZVPD) results for 9 unconnected molecules or ions with the total composition C42H36BF4O26 at a distorted geometry.

Properties
molar mass = 1043.5 g mol⁻¹
2S+1 = 1
energy relative to the best compared isomer or geometry (same formula, charge and spin) = 85.88 kcal/mol
charge = -1
E_LUMO = -0.27 eV
HOMO-LUMO gap = 6.6 eV
E_tot = -108904.062 eV

Last column: Mulliken charge in e.
CARTESIAN COORDINATES (ANGSTROEM)
B 10.99 26.20 2.04  0.31
F 12.14 25.64 1.59  -0.07
F 10.26 26.53 0.86  -0.50
F 10.20 25.25 2.70  -0.55
F 11.19 27.26 2.90  -0.36
C 12.34 27.94 -4.72  -1.16
C 13.02 29.11 -5.27  0.04
C 13.98 29.88 -4.50  1.14
O 14.52 30.92 -4.98  -0.69
C 14.20 29.62 -3.12  -0.79
C 13.49 28.33 -2.41  0.41
C 12.59 27.51 -3.36  0.66
O 12.19 26.47 -2.92  -0.41
O 13.64 27.87 -1.12  -0.36
O 12.97 29.55 -6.63  -0.56
H 11.66 27.38 -5.18  0.71
H 14.84 30.33 -2.53  0.36
H 13.15 27.12 -0.80  0.27
H 13.38 30.43 -6.59  0.37
C 7.02 28.02 -5.05  -0.88
C 6.10 26.85 -4.58  0.29
C 6.36 26.02 -3.36  0.61
O 5.67 25.14 -3.02  -0.53
C 7.56 26.41 -2.57  -1.18
C 8.47 27.52 -3.08  0.53
C 8.17 28.28 -4.30  0.54
O 8.89 29.24 -4.66  -0.61
O 9.56 27.94 -2.37  -0.23
O 5.07 26.60 -5.38  -0.45
H 6.86 28.57 -5.89  0.55
H 7.65 25.96 -1.68  0.88
H 9.73 27.59 -1.64  0.21
H 4.54 26.06 -4.95  0.28
C 6.77 28.57 4.74  -1.01
C 7.78 27.42 4.47  0.35
C 8.55 26.84 5.67  0.97
O 9.31 25.99 5.48  -0.45
C 8.32 27.47 6.96  -0.76
C 7.33 28.64 7.28  0.28
C 6.51 29.07 6.11  0.59
O 5.55 29.89 6.13  -0.67
O 7.22 29.46 8.32  -0.49
O 8.01 26.88 3.24  -0.38
H 6.19 28.71 3.94  0.71
H 9.00 27.29 7.83  0.28
H 8.13 29.52 8.82  0.41
H 8.61 26.16 3.47  0.08
C 12.25 21.48 -2.09  -0.96
C 12.61 22.89 -1.76  0.33
C 14.05 23.43 -1.97  0.42
O 14.31 24.55 -1.55  -0.55
C 14.93 22.53 -2.38  -0.28
C 14.73 21.07 -2.75  0.48
C 13.36 20.57 -2.52  0.69
O 13.14 19.39 -2.66  -0.58
O 15.65 20.20 -3.18  -0.46
O 11.64 23.75 -1.32  -0.27
H 11.42 20.97 -1.76  0.52
H 16.01 22.76 -2.39  0.23
H 16.54 20.65 -3.30  0.35
H 12.13 24.34 -0.97  0.07
C 7.07 20.27 2.82  -0.91
C 8.35 19.64 2.23  0.15
C 9.54 20.52 2.10  0.82
O 10.55 19.98 1.72  -0.63
C 9.40 21.93 2.48  -0.43
C 8.01 22.55 2.92  0.35
C 6.90 21.66 3.23  0.47
O 5.92 22.14 3.82  -0.58
O 7.73 23.90 2.96  -0.38
O 8.48 18.32 1.81  -0.46
H 6.28 19.56 3.03  0.39
H 10.18 22.66 2.15  0.52
H 8.51 24.50 2.51  0.38
H 9.24 18.14 1.54  0.27
C 11.40 30.46 6.84  -1.01
C 11.14 29.76 5.48  0.51
C 10.02 30.18 4.67  0.86
O 9.85 29.67 3.59  -0.47
C 8.94 31.11 5.28  -0.76
C 9.20 31.78 6.58  0.37
C 10.42 31.44 7.45  0.48
O 10.57 32.12 8.49  -0.59
O 8.61 33.00 7.02  -0.45
O 11.98 28.86 5.03  -0.07
H 12.18 30.06 7.39  0.50
H 8.19 31.26 4.52  0.42
H 7.98 33.28 6.43  0.32
H 11.69 28.49 4.39  0.21
C 14.50 23.22 3.30  -0.06
C 13.78 21.86 3.12  0.63
O 14.10 21.01 2.41  -0.52
C 12.67 21.57 4.06  -0.81
H 15.07 23.36 4.28  0.37
H 13.80 23.98 3.20  -0.51
H 15.48 23.35 2.52  0.25
H 12.16 20.55 4.01  0.21
H 11.86 22.33 4.10  0.07
H 12.99 21.32 5.12  0.38
C 15.85 27.97 5.52  -0.73
C 15.72 26.82 4.49  0.30
O 16.66 26.06 4.39  -0.57
C 14.49 26.79 3.66  -1.23
H 14.82 28.20 5.79  0.07
H 16.40 28.86 5.46  0.33
H 16.32 27.51 6.55  0.24
H 13.63 26.45 4.23  0.27
H 14.53 26.09 2.86  0.27
H 14.17 27.61 3.26  1.01

# 5
DFT (ωB97M-V/def2-TZVPD) results for a molecular structure, C42H36Cl2N9O4V at a distorted geometry.

Properties
molar mass = 852.7 g mol⁻¹
2S+1 = 2
energy relative to the best compared isomer or geometry (same formula, charge and spin) = 0.00 kcal/mol
charge = -1
E_LUMO (spin up / spin down) = 2.13 / 2.06 eV
HOMO-LUMO gap (spin up / spin down) = 5.1 / 5.0 eV
E_tot = -116476.879 eV

Last column: Mulliken charge in e.
CARTESIAN COORDINATES (ANGSTROEM)
V 0.73 -0.81 0.76  -0.06
Cl -3.79 -0.98 5.53  -0.25
C -3.01 -1.03 3.99  0.14
C -1.66 -1.37 3.92  -1.24
C -1.02 -1.42 2.69  -0.55
N 0.32 -1.64 2.48  0.99
C 1.06 -2.37 3.31  -0.03
O 0.67 -3.09 4.23  -0.76
C 2.53 -2.25 3.05  0.47
C 3.40 -3.28 3.39  -0.85
C 4.76 -3.09 3.22  -0.42
C 5.20 -1.87 2.72  -0.87
C 4.26 -0.91 2.41  -0.17
N 2.96 -1.09 2.56  0.20
C -1.77 -1.19 1.51  0.52
C -3.12 -0.85 1.59  -0.55
C -3.73 -0.76 2.83  -0.35
Cl -5.40 -0.32 2.91  -0.26
N -1.06 -1.28 0.34  0.75
C -1.63 -1.72 -0.79  -0.54
O -2.76 -2.22 -0.91  -0.76
C -0.75 -1.56 -1.96  1.05
C -1.08 -2.16 -3.19  -0.99
C -0.30 -1.90 -4.29  -0.70
C 0.80 -1.05 -4.13  -1.21
C 1.07 -0.54 -2.87  -0.28
N 0.33 -0.77 -1.80  0.91
H -1.11 -1.58 4.83  0.59
H 2.99 -4.20 3.79  0.48
H 5.46 -3.88 3.47  0.41
H 6.26 -1.68 2.58  0.43
H 4.56 0.07 2.04  0.44
H -3.69 -0.66 0.70  0.73
H -1.94 -2.81 -3.23  0.67
H -0.53 -2.32 -5.25  0.44
H 1.44 -0.80 -4.96  0.49
H 1.92 0.11 -2.72  0.41
C 4.46 -0.30 -1.12  -2.31
C 3.18 -0.83 -0.54  0.88
N 2.35 -0.09 0.19  2.55
N 2.65 1.15 0.52  -1.58
C 1.76 1.60 1.41  0.02
O 0.75 0.90 1.74  -0.39
C 2.01 2.91 2.02  0.30
C 1.22 3.36 3.07  -0.38
C 1.47 4.59 3.66  -0.80
C 2.51 5.38 3.21  -0.40
C 3.30 4.94 2.16  -0.91
C 3.06 3.72 1.57  -0.38
C 2.75 -2.17 -0.66  -0.07
C 3.42 -3.21 -1.34  -1.10
C 2.90 -4.47 -1.36  -0.81
C 1.70 -4.72 -0.68  -1.36
C 1.08 -3.67 -0.03  -0.09
N 1.56 -2.43 -0.01  1.45
H 4.52 0.76 -0.87  0.35
H 4.47 -0.41 -2.21  0.50
H 5.32 -0.81 -0.71  0.40
H 0.41 2.74 3.42  0.48
H 0.84 4.93 4.48  0.41
H 2.70 6.34 3.67  0.37
H 4.11 5.57 1.79  0.40
H 3.67 3.36 0.76  0.42
H 4.35 -2.98 -1.85  0.51
H 3.41 -5.28 -1.87  0.44
H 1.26 -5.71 -0.66  0.49
H 0.15 -3.83 0.51  0.46
C -6.56 1.68 -0.72  -1.12
C -5.86 1.95 -2.05  -0.82
N -4.43 1.74 -1.98  0.48
C -3.95 0.41 -2.29  0.44
C -3.71 0.22 -3.80  -1.21
C -3.64 2.80 -1.72  0.08
O -4.09 3.92 -1.53  -0.70
C -2.16 2.57 -1.72  0.32
C -1.39 3.17 -2.71  -0.41
C -0.01 3.05 -2.65  -1.42
C 0.55 2.34 -1.61  -0.40
N -0.18 1.76 -0.66  0.44
C -1.49 1.88 -0.71  -0.65
H -7.62 1.86 -0.83  0.43
H -6.16 2.35 0.04  0.28
H -6.40 0.65 -0.40  0.26
H -6.03 2.99 -2.34  0.45
H -6.27 1.29 -2.83  0.38
H -4.69 -0.31 -1.94  0.61
H -3.02 0.22 -1.76  -1.02
H -4.51 0.68 -4.37  0.40
H -3.69 -0.85 -4.02  0.33
H -2.76 0.65 -4.10  0.17
H -1.86 3.74 -3.49  0.51
H 0.62 3.52 -3.40  0.46
H 1.62 2.23 -1.50  0.61
H -2.03 1.41 0.11  0.98